(1)
Below is a single C11H24OSi molecule, with properties calculated with the ωB97M-V functional and the def2-TZVPD basis.

Orbital gap (eV): 10.3
E_LUMO (eV): 0.805

Last column: Löwdin charge in e.
CARTESIAN COORDINATES (ANGSTROEM)
1 C -0.26 -0.43 -0.56  -0.201
2 C -1.44 -0.52 -1.09  -0.135
3 C 5.79 -2.07 -0.32  -0.170
4 C -2.96 1.95 3.29  -0.132
5 C -3.22 2.29 -1.50  -0.106
6 C 0.97 -1.30 -0.81  -0.195
7 C 4.30 -2.04 0.01  -0.264
8 C -2.85 2.07 1.77  -0.294
9 C 2.29 -0.46 -0.96  -0.204
10 C 3.68 -1.12 -1.06  -0.234
11 C -3.40 0.72 1.14  -0.230
12 O -4.17 -0.45 -1.02  -0.173
13 Si -2.96 0.55 -0.67  0.482
14 H -0.17 0.18 0.40  0.116
15 H -1.56 -1.08 -2.00  0.058
16 H 6.21 -1.01 -0.27  0.088
17 H 6.08 -2.25 -1.36  0.067
18 H 6.38 -2.78 0.26  0.063
19 H -2.68 1.02 3.71  0.056
20 H -2.28 2.62 3.81  0.063
21 H -3.97 2.15 3.59  0.067
22 H -4.02 2.16 -2.11  -0.013
23 H -3.42 3.06 -0.75  0.026
24 H -2.43 2.51 -2.10  -0.013
25 H 0.90 -1.69 -1.75  0.067
26 H 1.12 -2.06 0.02  0.142
27 H 4.04 -3.19 -0.10  0.139
28 H 4.36 -1.78 1.04  0.084
29 H -3.41 2.92 1.51  0.064
30 H -1.72 2.15 1.38  0.131
31 H 2.36 0.08 0.03  0.118
32 H 2.22 0.21 -1.84  0.116
33 H 4.36 -0.25 -1.15  0.108
34 H 3.76 -1.78 -1.89  0.099
35 H -4.45 0.84 1.31  0.073
36 H -3.16 -0.06 1.78  0.044
37 H -4.26 -1.15 -1.72  0.093


(2)
Below is 2 unconnected molecules or ions with the total composition C11H24OSi, with properties calculated with the ωB97M-V functional and the def2-TZVPD basis.

Orbital gap (spin up / spin down) (eV): 7.9 / 6.8
E_LUMO (spin up / spin down) (eV): 0.149 / 0.034

Last column: Löwdin charge in e.
CARTESIAN COORDINATES (ANGSTROEM)
1 C -0.11 -2.47 -0.83  -0.369
2 C 0.51 -1.95 0.20  -0.084
3 C -0.81 -1.66 -1.81  -0.117
4 C -0.33 -3.98 -1.14  -0.047
5 C -2.00 -0.10 1.08  -0.154
6 C 3.38 1.71 0.81  -0.175
7 C -1.60 1.98 -1.92  -0.182
8 C 1.34 -2.09 2.44  -0.112
9 C -1.15 1.17 1.37  -0.358
10 C 1.95 2.40 0.96  -0.350
11 C -0.09 1.95 -1.56  -0.355
12 O 1.30 -2.61 1.12  -0.131
13 Si 0.38 1.41 0.26  0.917
14 H -1.90 -1.60 -1.66  0.085
15 H -0.62 -0.61 -2.06  0.045
16 H -0.82 -2.20 -2.72  0.064
17 H -1.36 -4.17 -1.17  0.040
18 H 0.13 -4.62 -0.31  0.095
19 H 0.14 -4.35 -2.09  0.091
20 H -2.56 0.01 0.09  0.066
21 H -1.23 -0.94 0.91  0.045
22 H -2.71 -0.23 1.82  0.032
23 H 3.51 0.79 1.42  0.054
24 H 3.48 1.65 -0.34  0.078
25 H 4.16 2.48 1.22  0.088
26 H -1.74 2.38 -2.88  0.029
27 H -2.08 0.89 -1.99  0.092
28 H -2.18 2.72 -1.31  0.081
29 H 0.57 -2.53 3.15  0.102
30 H 1.32 -1.05 2.63  0.049
31 H 2.27 -2.48 2.89  0.085
32 H -0.70 0.96 2.33  0.045
33 H -1.77 2.01 1.54  0.047
34 H 1.92 3.33 0.41  0.039
35 H 1.87 2.67 2.01  0.044
36 H 0.21 3.01 -1.59  0.055
37 H 0.50 1.48 -2.37  0.064


(1) is favored, and the nearest alternative lies 480.2 kJ/mol above it.


(1)
Below is a molecular structure, C12H33LiN3O3, with properties calculated with the ωB97M-V functional and the def2-TZVPD basis.

Charge: +1
Orbital gap (eV): 10.4
E_LUMO (eV): -2.254

Last column: Löwdin charge in e.
CARTESIAN COORDINATES (ANGSTROEM)
1 Li 12.89 14.88 0.31  0.595
2 C 9.76 12.01 0.49  -0.036
3 C 10.74 13.11 0.08  -0.455
4 C 10.03 14.46 0.18  -0.139
5 O 10.91 15.50 -0.37  -0.265
6 C 10.30 16.79 -0.51  -0.078
7 N 11.99 13.05 0.75  0.014
8 H 10.25 11.05 0.63  0.084
9 H 8.96 11.93 -0.25  0.091
10 H 9.37 12.25 1.48  0.087
11 H 10.92 13.02 -0.99  0.131
12 H 9.93 14.77 1.22  0.126
13 H 9.04 14.50 -0.29  0.139
14 H 9.50 16.62 -1.24  0.099
15 H 10.92 17.59 -0.91  0.083
16 H 9.95 17.23 0.42  0.093
17 H 12.26 12.07 0.80  0.103
18 H 11.83 13.26 1.73  0.073
19 C 13.53 14.76 -3.40  -0.029
20 C 13.70 13.55 -2.39  -0.399
21 C 14.76 12.64 -2.97  -0.204
22 O 15.08 11.61 -2.02  -0.180
23 C 16.07 10.79 -2.58  -0.105
24 N 14.11 14.07 -1.10  -0.009
25 H 14.49 15.04 -3.83  0.083
26 H 12.96 15.56 -2.93  0.063
27 H 12.98 14.45 -4.28  0.081
28 H 12.75 13.09 -2.13  0.123
29 H 15.60 13.29 -3.21  0.125
30 H 14.45 12.25 -3.95  0.139
31 H 16.81 11.46 -3.02  0.088
32 H 15.71 10.11 -3.35  0.094
33 H 16.55 10.19 -1.80  0.095
34 H 14.87 14.71 -1.26  0.087
35 H 14.72 13.30 -0.85  0.075
36 C 12.78 17.41 3.66  -0.035
37 C 12.66 16.70 2.28  -0.413
38 C 13.38 17.60 1.28  -0.155
39 O 13.54 16.92 -0.01  -0.271
40 C 13.84 17.83 -1.05  -0.084
41 N 13.28 15.39 2.31  -0.002
42 H 12.49 16.65 4.40  0.080
43 H 12.02 18.16 3.90  0.084
44 H 13.76 17.82 3.89  0.089
45 H 11.64 16.43 2.03  0.124
46 H 14.37 17.94 1.60  0.137
47 H 12.71 18.46 1.31  0.136
48 H 13.15 18.67 -1.13  0.093
49 H 13.97 17.29 -2.00  0.080
50 H 14.78 18.25 -0.71  0.095
51 H 14.10 15.48 2.88  0.097
52 H 12.78 14.73 2.89  0.077


(2)
Below is a molecular structure, C12H33LiN3O3, with properties calculated with the ωB97M-V functional and the def2-TZVPD basis.

Charge: +1
Orbital gap (eV): 10.0
E_LUMO (eV): -2.350

Last column: Löwdin charge in e.
CARTESIAN COORDINATES (ANGSTROEM)
1 Li -0.37 0.62 0.16  0.585
2 C -3.70 -2.00 -0.36  -0.043
3 C -2.35 -1.28 -0.38  -0.427
4 C -2.22 -0.37 -1.57  -0.178
5 O -0.88 0.14 -1.65  -0.290
6 C -0.49 0.44 -2.98  -0.072
7 N -2.04 -0.56 0.88  0.010
8 H -4.52 -1.29 -0.26  0.088
9 H -3.73 -2.74 0.44  0.085
10 H -3.83 -2.57 -1.29  0.088
11 H -1.59 -2.08 -0.45  0.140
12 H -2.88 0.51 -1.53  0.144
13 H -2.50 -0.93 -2.47  0.136
14 H -0.59 -0.42 -3.64  0.102
15 H 0.55 0.74 -2.95  0.083
16 H -1.06 1.28 -3.39  0.103
17 H -2.05 -1.18 1.68  0.090
18 H -2.81 0.09 1.01  0.084
19 C 1.79 -2.01 -0.39  -0.040
20 C 1.27 -1.80 1.02  -0.408
21 C 2.13 -2.52 2.04  -0.235
22 O 2.01 -3.89 1.84  -0.174
23 C 2.43 -4.68 2.92  -0.094
24 N 1.23 -0.33 1.28  0.002
25 H 1.07 -1.63 -1.11  0.066
26 H 1.92 -3.08 -0.58  0.090
27 H 2.78 -1.57 -0.52  0.086
28 H 0.24 -2.14 1.07  0.121
29 H 1.78 -2.26 3.06  0.126
30 H 3.18 -2.21 1.97  0.141
31 H 2.00 -5.67 2.81  0.092
32 H 2.12 -4.27 3.89  0.088
33 H 3.53 -4.78 2.95  0.094
34 H 2.16 0.06 1.44  0.089
35 H 0.88 -0.26 2.25  0.083
36 C -1.27 4.71 -0.27  -0.042
37 C -0.75 3.28 -0.38  -0.431
38 C 0.72 3.27 -0.62  -0.192
39 O 1.22 1.94 -0.80  -0.256
40 C 2.54 1.97 -1.30  -0.100
41 N -1.06 2.46 0.82  0.008
42 H -2.32 4.71 0.00  0.083
43 H -1.07 5.31 -1.16  0.089
44 H -0.78 5.23 0.56  0.092
45 H -1.26 2.81 -1.23  0.133
46 H 1.25 3.67 0.26  0.144
47 H 0.96 3.90 -1.49  0.141
48 H 2.59 2.39 -2.31  0.099
49 H 2.91 0.94 -1.36  0.086
50 H 3.23 2.50 -0.64  0.101
51 H -0.43 2.76 1.57  0.096
52 H -1.95 2.78 1.21  0.090


(2) is favored, and the nearest alternative lies 129.6 kJ/mol above it.


(1)
Below is a gas-phase ion, C3H3NO2P (charge -1), with properties calculated with the ωB97M-V functional and the def2-TZVPD basis.

Charge: -1
Orbital gap (eV): 7.3
E_LUMO (eV): 4.192

Last column: Löwdin charge in e.
CARTESIAN COORDINATES (ANGSTROEM)
1 C -0.38 -1.09 -0.29  -0.070
2 C 0.95 -0.82 -0.09  -0.642
3 C 1.16 0.70 -0.15  -0.536
4 N -1.46 0.23 -0.56  -0.399
5 O 1.85 -1.63 0.02  -0.079
6 O 2.15 1.41 -0.10  -0.059
7 P -0.51 1.61 -0.17  0.764
8 H -1.05 -1.94 -0.28  0.053
9 H -2.11 0.15 0.26  0.007
10 H -0.61 1.38 1.35  -0.040


(2)
Below is a gas-phase ion, C3H3NO2P (charge -1), with properties calculated with the ωB97M-V functional and the def2-TZVPD basis.

Charge: -1
Orbital gap (spin up / spin down) (eV): 6.0 / 6.0
E_LUMO (spin up / spin down) (eV): 3.941 / 3.941

Last column: Löwdin charge in e.
CARTESIAN COORDINATES (ANGSTROEM)
1 C 0.47 0.64 0.41  -0.164
2 C -0.23 1.37 -0.48  -0.326
3 C 0.56 -0.77 0.41  -0.172
4 N 1.16 -1.58 1.06  -0.171
5 O 1.56 -2.72 1.32  -0.143
6 O -1.05 0.96 -1.44  -0.585
7 P -1.41 -0.72 -1.61  0.598
8 H 1.11 1.18 1.10  0.089
9 H -0.18 2.46 -0.44  0.102
10 H -2.00 -0.82 -0.34  -0.227


(1) is favored, and the nearest alternative lies 186.8 kJ/mol above it.